A gas-phase ion, C4H13N3 (charge +1) at a distorted geometry, computed with ωB97M-V with the def2-TZVPD basis set.

Properties
M: 103.2 g mol⁻¹
energy above the lowest of the compared OMol25 structures with the same formula, charge and spin: 2.600 eV
expectation value of S²: 0.75
E_LUMO (spin up / spin down): -3.54 / -8.59 eV
HOMO level (spin up / spin down): -12.5 / -12.4 eV
charge: +1
E_tot: -8818.404 eV
spin multiplicity: 2

Element x y z (Å)
H: 0.1553 -1.2696 -0.5350
H: -2.5969 0.3137 -1.5598
N: -2.7087 -0.2395 -0.6376
C: 0.4579 -0.3543 0.0516
N: 2.5389 -0.9384 -1.1633
H: 0.8128 0.2004 2.0862
C: -1.9834 0.5582 0.4345
H: 3.5166 -0.7192 -1.2228
H: 0.5705 -1.5716 1.6050
H: 1.7434 0.9682 -1.0053
C: 1.8243 0.0731 -0.3521
H: -2.6546 1.4086 0.4175
H: -3.6613 -0.4807 -0.3881
H: -0.5181 1.4096 -1.0682
H: -0.0826 1.6190 0.6889
H: 2.4296 -1.9273 -0.7388
H: -2.0397 0.0699 1.2752
N: 0.4045 -0.6038 1.5840
H: 2.3011 0.5846 0.5590
C: -0.5093 0.8991 -0.0310